2 unconnected molecules or ions with the total composition C5H12O2. Source: the OMol25 dataset; level of theory: ωB97M-V/def2-TZVPD.

Results
Structure (SMILES) ... CC[C@H]1O[C@@H]1C.O
Energy above the lowest of the compared OMol25 structures with the same formula, charge and spin ... 1.3352 eV
Total charge ... 0
HOMO ... -10.54 eV

The geometry in XYZ format:
```
19
C5H12O2 ωB97M-V/def2-TZVPD
C -1.52386 0.01539 2.01436
C -0.05710 -0.12116 1.60800
C 0.23481 0.72334 0.39326
O 1.38711 0.38375 -0.38049
C 0.08543 0.18519 -0.95879
C -0.22191 1.02704 -2.16340
H -1.78709 1.06432 2.19646
H -2.18189 -0.36089 1.22306
H -1.74011 -0.54585 2.92819
H 0.59868 0.18306 2.43388
H 0.18429 -1.16595 1.37497
H 0.11456 1.80211 0.52681
H -0.17497 -0.87257 -1.03081
H 0.16301 2.04138 -2.02905
H 0.25266 0.59701 -3.05107
H -1.30064 1.07513 -2.34436
O 1.84770 -2.32652 -0.78423
H 1.92995 -1.42089 -0.43866
H 2.13971 -2.24089 -1.69934
```